The following is a quantum chemistry calculation of a structure of composition C3H31O13Y at a distorted geometry, from OMol25.

Structure (XYZ):
```
48
Properties=species:S:1:pos:R:3:lowdin_charge:R:1
Y 5.82 4.55 4.00 2.02
C 6.72 5.57 -0.39 -0.04
C 6.80 6.31 0.93 -0.52
C 6.08 7.67 0.89 -0.02
O 6.52 5.44 2.01 -0.35
H 7.40 4.71 -0.32 0.06
H 7.26 6.14 -1.15 0.09
H 5.71 5.31 -0.70 0.09
H 7.84 6.64 1.02 0.12
H 6.36 8.30 1.74 0.07
H 4.99 7.54 0.94 0.09
H 6.35 8.18 -0.03 0.07
O 5.07 2.81 -1.81 -0.05
H 5.04 2.21 -2.57 0.07
H 5.60 2.33 -1.15 0.04
O 9.36 7.93 -1.68 -0.05
H 10.06 7.27 -1.66 0.08
H 9.76 8.70 -2.12 0.09
O 8.04 3.84 3.77 -0.13
H 7.96 3.34 2.92 0.02
H 8.94 3.67 4.09 0.12
O 6.99 9.24 -3.09 -0.04
H 6.28 8.95 -2.50 0.02
H 7.80 8.95 -2.66 -0.02
O 7.31 11.11 -0.45 -0.04
H 6.45 11.17 -0.01 0.04
H 7.69 10.29 -0.12 -0.02
O 6.89 6.38 4.85 -0.15
H 7.63 6.75 4.27 0.04
H 6.81 6.99 5.60 0.12
O 8.97 7.35 3.62 -0.03
H 8.88 7.69 2.71 0.04
H 9.92 7.30 3.77 0.10
O 9.28 9.02 1.05 -0.05
H 9.17 8.71 0.13 0.01
H 10.23 9.04 1.18 0.07
O 7.48 2.76 1.42 -0.04
H 7.37 3.60 0.96 0.02
H 8.08 2.23 0.87 0.10
O 7.81 3.24 -2.62 -0.06
H 7.11 3.89 -2.48 0.00
H 8.08 3.36 -3.54 0.06
O 3.71 5.26 -2.96 -0.05
H 4.34 5.81 -3.45 0.04
H 4.25 4.74 -2.36 -0.03
O 7.60 10.32 4.04 -0.04
H 6.66 10.11 4.07 0.03
H 8.01 9.79 4.73 0.02
```

As for the total charge: +2. The HOMO energy is -0.541 hartree. The HOMO-LUMO gap comes out at 5.52 eV. The calculation puts the LUMO energy at -0.339 hartree.

=====

The following is a quantum chemistry calculation of a cluster of 12 separate species, C3H32NO11S in total at a distorted geometry, from OMol25.

Structure (XYZ):
```
48
Properties=species:S:1:pos:R:3:lowdin_charge:R:1
C -0.17 -1.54 1.42 -0.14
C -0.68 -1.07 2.74 -0.27
C 0.26 -0.74 3.87 -0.49
S 1.60 0.65 3.73 0.62
N -0.44 -0.41 0.43 0.16
H 0.99 -1.52 1.38 0.16
H -0.52 -2.44 1.11 0.05
H -1.23 -1.97 3.21 0.15
H -1.56 -0.51 2.56 0.10
H 0.79 -1.58 4.32 0.06
H -0.42 -0.39 4.75 0.10
H 2.44 -0.22 4.33 -0.15
H 0.02 -0.57 -0.52 0.12
H -1.42 -0.19 0.25 0.11
H -0.10 0.53 0.72 0.13
H -1.07 2.25 0.15 0.04
H -1.23 2.57 1.68 0.01
O -1.47 1.96 1.04 -0.06
H -2.24 -1.21 -2.57 -0.01
H -1.28 -0.11 -2.14 0.00
O -1.40 -1.00 -2.38 -0.01
H -4.46 -0.54 -1.11 0.09
H -3.45 -1.54 -0.61 -0.08
O -3.54 -0.82 -1.09 0.03
H -0.08 3.73 -1.15 0.03
H -0.07 4.89 -0.43 0.07
O 0.18 3.98 -0.25 -0.05
H 2.93 -1.16 -4.50 0.13
H 3.89 -1.05 -3.42 0.08
O 2.98 -0.84 -3.56 -0.03
H -1.34 2.15 -2.43 0.07
H 0.17 1.65 -2.18 0.07
O -0.72 1.94 -1.74 -0.09
H 2.29 3.96 0.14 0.02
H 3.74 3.68 -0.22 0.04
O 2.86 3.35 -0.34 -0.05
H -1.67 -3.10 -1.91 0.08
H -0.10 -3.02 -1.33 0.07
O -1.03 -3.41 -1.21 -0.08
H -1.97 -2.84 0.02 -0.02
H -2.64 -3.58 1.23 0.01
O -2.62 -2.82 0.75 -0.03
H 2.26 0.45 -2.59 0.01
H 2.27 1.83 -1.86 0.03
O 1.74 1.08 -2.08 -0.04
H 0.33 -1.22 -2.62 0.05
H 1.83 -1.38 -2.32 -0.05
O 1.01 -1.55 -1.98 -0.05
```

As for the total charge: +1. The HOMO energy is -0.424 hartree. The HOMO-LUMO gap comes out at 9.06 eV. The calculation puts the LUMO energy at -0.091 hartree.

=====

The following is a quantum chemistry calculation of a cluster of 14 separate species, C3H32O14S2 in total at a distorted geometry, from OMol25.

Structure (XYZ):
```
51
Properties=species:S:1:pos:R:3:lowdin_charge:R:1
C 1.02 -0.29 0.67 -0.21
C 0.69 -0.77 -0.70 -0.26
O 0.12 -0.14 -1.57 0.02
C -0.04 0.59 1.31 -0.56
S 0.38 1.89 2.41 0.43
S 2.18 1.93 3.07 0.27
H 1.28 -1.04 1.47 0.14
H 1.92 0.31 0.44 0.10
H 1.17 -1.70 -1.13 0.10
H -0.45 1.31 0.55 0.04
H -0.76 -0.21 1.64 0.08
H 2.82 0.97 3.81 -0.16
H -4.13 -1.34 -0.40 -0.05
H -3.84 -2.08 -1.53 0.05
O -4.58 -2.06 -0.89 -0.12
H 3.29 0.16 -1.55 0.02
H 3.58 -0.78 -2.64 0.06
O 3.13 -0.82 -1.79 -0.10
H -3.37 -2.74 1.32 0.01
H -4.03 -3.54 0.20 0.03
O -3.29 -3.55 0.81 -0.07
H -1.53 -3.37 0.59 0.01
H -0.59 -2.91 -0.33 0.03
O -0.65 -2.93 0.65 -0.08
H -3.60 0.70 -0.13 0.09
H -3.53 0.17 -1.53 0.06
O -3.46 -0.12 -0.62 -0.03
H -0.90 -0.24 -4.39 0.03
H -1.08 -1.06 -3.11 0.01
O -1.45 -0.92 -4.00 -0.06
H 3.94 2.18 -0.95 0.08
H 2.46 2.26 -1.48 0.03
O 3.29 1.79 -1.55 -0.03
H 4.42 -0.54 1.28 0.02
H 4.22 -1.27 -0.07 0.00
O 4.39 -1.41 0.88 -0.06
H -1.85 -1.53 2.76 0.03
H -2.94 -1.78 3.60 0.08
O -2.77 -1.20 2.82 -0.07
H -1.63 2.29 -1.86 0.01
H -1.35 0.78 -1.88 -0.02
O -2.04 1.43 -2.05 -0.08
H 0.73 4.09 -1.09 0.03
H 1.87 4.50 -0.10 0.05
O 1.65 3.93 -0.83 -0.05
H -0.99 2.97 0.12 0.02
H -2.02 3.82 -0.68 0.08
O -1.11 3.53 -0.65 -0.04
H 1.54 -4.33 -1.03 0.06
H 2.23 -3.21 -1.62 0.02
O 1.40 -3.69 -1.73 -0.05
```

As for the total charge: 0. The HOMO energy is -0.331 hartree. The HOMO-LUMO gap comes out at 8.82 eV. The calculation puts the LUMO energy at -0.006 hartree.

=====

The following is a quantum chemistry calculation of a cluster of 13 separate species, C3H34N2O12 in total at a distorted geometry, from OMol25.

Structure (XYZ):
```
51
Properties=species:S:1:pos:R:3:lowdin_charge:R:1
N -1.15 -1.66 -1.02 0.01
C -0.09 -0.67 -1.23 -0.22
C -0.13 0.31 -0.05 -0.12
N 0.61 1.54 -0.38 0.06
C 0.79 2.42 0.76 0.01
H -0.95 -2.18 -0.16 0.08
H -1.19 -2.34 -1.76 0.10
H 0.89 -1.13 -1.31 0.11
H -0.28 -0.17 -2.18 0.10
H -1.16 0.60 0.21 0.15
H 0.35 -0.16 0.81 0.13
H 0.06 2.07 -1.10 0.14
H -0.17 2.61 1.28 0.15
H 1.48 1.98 1.48 0.10
H 1.20 3.37 0.42 0.12
H 1.58 -4.06 1.06 0.06
H 1.84 -2.55 0.77 0.00
O 1.14 -3.21 1.00 -0.08
H -0.89 0.61 3.31 0.03
H -0.03 -0.57 3.90 0.03
O -0.03 0.41 3.79 -0.09
H -3.49 -0.42 -2.64 0.06
H -3.10 -1.43 -1.59 0.02
O -3.74 -0.70 -1.74 -0.08
H -2.97 0.20 1.97 0.01
H -3.16 1.25 3.10 0.06
O -2.50 0.89 2.51 -0.07
H 3.53 1.18 -1.49 0.14
H 2.07 1.05 -0.96 0.02
O 2.79 0.54 -1.39 -0.03
H -3.10 -1.68 0.74 0.05
H -4.14 -0.71 0.17 0.05
O -3.77 -1.03 1.03 -0.06
H -0.95 1.92 -4.94 0.08
H -0.02 1.04 -4.02 0.01
O -0.96 1.34 -4.16 -0.08
H 2.92 -0.85 1.43 0.02
H 2.96 -0.75 -0.14 0.01
O 3.06 -1.38 0.61 -0.07
H 1.94 -0.31 -4.26 0.09
H 1.98 0.53 -2.95 0.01
O 1.61 0.51 -3.86 -0.06
H -2.35 2.17 -1.55 0.07
H -1.34 2.34 -2.77 0.01
O -1.62 2.73 -1.90 -0.06
H 0.79 -2.67 2.69 0.01
H 1.69 -1.54 3.37 0.00
O 0.94 -2.14 3.50 -0.08
H 1.55 0.35 3.18 0.02
H 3.04 0.29 3.60 0.08
O 2.46 0.05 2.89 -0.08
```

As for the total charge: +1. The HOMO energy (alpha / beta) is -0.491 / -0.491 hartree. The HOMO-LUMO gap (alpha / beta) comes out at 10.48 / 4.81 eV. Its multiplicity is 2. The calculation puts the LUMO energy (alpha / beta) at -0.106 / -0.315 hartree.

=====

The following is a quantum chemistry calculation of a cluster of 13 separate species, C3H34N2O12S in total at a distorted geometry, from OMol25.

Structure (XYZ):
```
52
Properties=species:S:1:pos:R:3:lowdin_charge:R:1
N 0.90 0.80 1.31 0.05
C 0.30 2.12 1.23 -0.46
C 0.92 2.85 0.02 -0.53
S 2.68 3.32 0.18 0.69
C -1.19 1.95 0.90 -0.26
N -1.94 1.90 2.15 0.03
H 0.36 0.21 1.93 0.03
H 2.79 3.31 1.51 -0.16
H 1.79 0.82 1.79 0.06
H 0.42 2.77 2.11 0.13
H 0.32 3.75 -0.08 0.07
H 0.93 2.18 -0.83 0.04
H -1.55 2.67 0.16 0.11
H -1.27 0.99 0.38 0.07
H -2.12 2.82 2.50 0.07
H -2.85 1.50 1.99 0.05
H 3.78 -2.62 0.60 0.05
H 2.79 -1.40 0.33 0.02
O 3.61 -1.84 0.08 -0.06
H -0.58 -1.10 -1.95 0.02
H -0.51 0.43 -2.10 0.02
O -0.98 -0.27 -1.61 -0.10
H -3.28 0.71 -0.48 0.00
H -4.55 1.33 -0.94 0.03
O -3.91 1.40 -0.23 -0.07
H 1.22 0.91 -3.48 0.03
H 0.44 2.22 -3.48 0.06
O 0.31 1.27 -3.53 -0.05
H 3.83 0.58 -2.40 0.06
H 2.64 -0.19 -1.72 0.03
O 2.93 0.29 -2.50 -0.04
H -0.77 -1.33 2.14 0.00
H -1.45 -1.95 3.28 0.07
O -0.59 -1.56 3.06 -0.06
H 0.42 1.40 4.48 0.04
H 0.37 -0.19 4.34 0.01
O 0.86 0.62 4.15 -0.06
H -1.40 -1.03 0.11 0.02
H -1.75 -2.43 -0.37 0.05
O -1.51 -1.95 0.43 -0.06
H -3.42 0.43 -3.38 0.05
H -2.69 -0.66 -2.59 0.02
O -3.46 -0.08 -2.56 -0.06
H 1.39 -2.42 2.13 0.05
H 0.22 -2.84 1.17 0.02
O 1.18 -2.81 1.27 -0.07
H 1.68 -3.46 -0.55 0.01
H 2.57 -2.66 -1.50 0.02
O 1.83 -3.27 -1.49 -0.06
H -1.32 -3.29 -2.93 0.06
H 0.11 -3.40 -2.27 0.02
O -0.50 -2.81 -2.76 -0.06
```

As for the total charge: 0. The HOMO energy is -0.327 hartree. The HOMO-LUMO gap comes out at 9.11 eV. The calculation puts the LUMO energy at 0.008 hartree.

=====

The following is a quantum chemistry calculation of a cluster of 14 separate species, C3H34O15S2 in total at a distorted geometry, from OMol25.

Structure (XYZ):
```
54
Properties=species:S:1:pos:R:3:lowdin_charge:R:1
C 0.59 1.20 -0.30 -0.19
C -0.92 0.90 -0.21 -0.41
O -1.30 0.36 -1.46 -0.03
C 1.26 1.27 1.08 -0.49
S 3.05 0.79 1.08 0.43
S 3.52 -0.91 2.11 0.32
H 1.13 0.43 -0.93 0.10
H 0.76 2.13 -0.90 0.10
H -1.67 1.65 0.00 0.12
H 1.19 2.32 1.55 0.10
H 0.80 0.47 1.69 0.06
H 3.35 -2.09 1.53 -0.22
H -2.19 -2.97 -1.04 0.05
H -2.29 0.46 -1.48 0.05
O -2.74 -2.84 -0.23 -0.06
H -3.87 0.07 0.12 0.01
H -4.79 -0.27 -0.99 0.06
O -3.97 0.22 -0.86 -0.06
H -3.36 -0.16 2.49 0.03
H -2.83 -2.45 3.24 0.06
O -2.47 -1.58 3.08 -0.04
H -0.48 -2.02 -2.64 0.04
H 0.28 -2.58 -1.43 0.07
O -0.63 -2.51 -1.85 -0.05
H -3.21 3.02 -1.75 0.06
H -1.66 3.28 -1.74 0.01
O -2.40 2.90 -1.27 -0.04
H -2.51 -1.91 -0.09 0.01
H -1.74 -1.91 2.54 0.01
O -1.12 -0.05 0.85 -0.06
H -0.71 -4.25 1.65 0.09
H -1.61 -3.13 0.99 0.03
O -0.88 -3.30 1.66 -0.07
H -1.82 0.28 1.43 0.07
H -4.53 0.81 2.23 0.09
O -3.88 0.26 1.78 -0.06
H 0.33 -1.21 0.53 0.03
H 0.58 -2.62 1.20 0.07
O 1.01 -1.89 0.67 -0.13
H 3.85 -0.10 -1.97 0.03
H 3.00 -1.27 -1.45 -0.04
O 3.06 -0.59 -2.11 -0.06
H 1.74 1.23 -3.06 0.03
H 0.41 1.16 -3.56 0.05
O 1.17 1.75 -3.65 -0.05
H 0.45 4.19 -1.57 0.04
H 0.82 3.35 -2.76 0.01
O 0.09 3.91 -2.44 -0.08
H -0.84 4.96 1.02 0.04
H -1.29 4.01 -0.13 0.01
O -0.55 4.27 0.44 -0.04
H 2.78 -3.81 -1.00 0.05
H 2.13 -2.47 -0.19 -0.03
O 2.93 -2.95 -0.61 -0.12
```

As for the total charge: 0. The HOMO energy is -0.307 hartree. The HOMO-LUMO gap comes out at 8.36 eV. The calculation puts the LUMO energy at 0.001 hartree.

=====

The following is a quantum chemistry calculation of a cluster of 15 separate species, C3H35O15 in total at a distorted geometry, from OMol25.

Structure (XYZ):
```
53
Properties=species:S:1:pos:R:3:lowdin_charge:R:1
C -9.48 27.15 -7.06 -0.07
C -8.03 27.37 -7.49 -0.49
C -7.67 28.91 -7.56 -0.05
O -7.35 26.94 -6.32 -0.36
H -9.61 26.17 -6.57 0.07
H -10.13 27.18 -7.86 0.04
H -9.80 27.89 -6.40 0.05
H -7.76 26.78 -8.41 0.13
H -6.55 29.06 -7.57 0.06
H -7.97 29.40 -6.62 0.06
H -8.09 29.64 -8.33 0.08
O -8.88 26.18 -4.18 -0.05
H -8.41 26.46 -4.97 -0.02
H -8.22 25.95 -3.53 0.04
O -12.45 26.37 -8.84 -0.04
H -13.19 26.08 -9.41 0.07
H -12.96 26.95 -8.28 0.06
O -11.83 27.57 -4.78 -0.07
H -11.25 27.68 -5.55 -0.02
H -11.32 27.90 -4.02 0.04
O -6.24 29.38 -4.45 -0.03
H -6.43 28.69 -5.05 0.00
H -5.60 28.88 -3.94 0.07
O -8.71 28.96 -3.62 -0.08
H -8.65 28.05 -3.90 -0.04
H -7.90 29.38 -3.96 -0.02
O -5.90 24.80 -9.71 -0.05
H -5.93 25.61 -9.23 -0.05
H -6.75 24.77 -10.18 0.02
O -5.17 26.92 -7.97 -0.03
H -5.98 26.95 -7.47 -0.04
H -5.26 27.53 -8.68 0.02
O -3.22 29.32 -8.88 -0.07
H -4.09 29.19 -9.28 0.01
H -3.50 29.49 -7.98 -0.04
O -4.06 29.66 -6.29 -0.03
H -4.87 30.03 -6.00 0.01
H -3.43 30.00 -5.63 0.07
O -9.17 23.03 -4.99 -0.06
H -9.80 23.14 -4.27 0.02
H -9.08 23.88 -5.38 -0.03
O -9.91 26.31 -10.98 -0.01
H -9.42 25.59 -10.66 0.00
H -10.69 26.33 -10.45 -0.01
O -5.87 25.20 -4.81 -0.03
H -5.96 25.71 -4.01 0.01
H -6.51 25.58 -5.38 -0.05
O -7.88 24.37 -7.12 -0.06
H -8.43 24.28 -7.90 0.02
H -7.81 25.34 -6.97 -0.01
O -10.93 24.26 -7.69 -0.02
H -11.40 24.05 -6.94 -0.01
H -11.15 25.19 -7.87 -0.01
```

As for the total charge: -1. The HOMO energy is -0.222 hartree. The HOMO-LUMO gap comes out at 8.01 eV. The calculation puts the LUMO energy at 0.072 hartree.

=====

The following is a quantum chemistry calculation of a cluster of 16 separate species, C3H36O16 in total at a distorted geometry, from OMol25.

Structure (XYZ):
```
55
Properties=species:S:1:pos:R:3:lowdin_charge:R:1
C -1.59 -1.43 -1.25 -0.07
C -0.91 -0.09 -1.44 -0.14
C -0.63 0.39 -2.61 -0.19
O 0.01 1.65 -2.67 -0.09
H -2.61 -1.09 -1.37 0.08
H -1.47 -2.16 -2.03 0.05
H -1.37 -2.06 -0.44 0.03
H -0.89 0.41 -0.46 0.09
H -0.85 -0.08 -3.56 0.13
H 0.01 2.04 -1.72 0.06
H -0.71 1.83 1.09 0.02
H -2.31 1.85 0.82 0.00
O -1.57 1.47 1.33 -0.08
H -1.30 3.90 -2.02 0.08
H -1.17 4.13 -0.54 0.03
O -1.90 3.87 -1.19 -0.11
H 2.62 -1.49 -0.49 -0.02
H 3.52 -1.73 -1.65 0.11
O 2.88 -2.24 -1.00 -0.09
H 2.43 1.09 -1.63 0.08
H 3.00 0.75 -0.27 0.00
O 3.08 0.46 -1.18 -0.06
H 3.08 2.26 2.31 0.02
H 1.89 1.32 2.38 0.00
O 2.53 1.77 1.77 -0.05
H -0.94 -3.82 -1.98 0.00
H 0.05 -4.46 -0.88 0.00
O -0.88 -4.33 -1.20 -0.08
H -2.15 4.16 1.70 0.05
H -0.64 4.03 2.14 0.03
O -1.27 4.52 1.60 -0.04
H -3.88 1.42 -0.72 0.07
H -3.92 2.97 -0.39 0.05
O -3.70 2.10 -0.07 -0.03
H -1.05 -3.90 2.48 0.10
H -1.32 -4.29 0.97 0.05
O -0.93 -3.59 1.53 -0.09
H 0.42 2.02 3.89 0.07
H 0.07 0.64 3.35 0.02
O 0.89 1.22 3.57 -0.09
H 2.24 -4.27 -0.80 0.07
H 1.48 -4.11 0.47 -0.03
O 1.57 -4.68 -0.21 0.00
H 1.25 -0.86 -4.05 -0.05
H 2.19 -1.59 -3.17 0.01
O 1.97 -1.39 -4.09 0.00
H -0.85 -1.14 2.88 0.07
H -1.65 0.08 2.47 0.03
O -1.22 -0.27 3.28 -0.09
H 1.26 -2.07 2.38 0.06
H 0.46 -2.14 0.97 0.04
O 0.84 -1.56 1.68 -0.07
H 1.88 2.35 0.20 -0.01
H 0.92 3.52 0.17 0.11
O 1.14 2.65 -0.34 -0.09
```

As for the total charge: 0. The HOMO energy is -0.318 hartree. The HOMO-LUMO gap comes out at 8.52 eV. The calculation puts the LUMO energy at -0.005 hartree.